DFT (ωB97M-V with the def2-TZVPD basis set) results for a molecular structure, C16H26BBr10N3OS.

The value obtained for the highest occupied orbital energy is -8.560 eV. The largest force on an atom is 4.10 eV/A. The orbital gap comes out at 0.284 hartree.

Each line ends with the natural charge from an NBO analysis.
Cartesian coordinates (Å):
Br (6.39373, 2.85398, -7.39224)  -0.015
Br (5.42422, 0.66571, 0.88463)  -0.016
Br (-4.49590, -1.59965, -0.00137)  0.026
Br (5.64170, 3.63217, 3.27064)  -0.020
Br (8.38956, 0.71822, -1.30683)  -0.027
Br (-8.67079, -6.66767, 1.38516)  -0.018
Br (-5.44914, -5.16416, -0.14495)  -0.016
Br (7.31281, 4.29680, -4.12383)  -0.020
Br (2.10496, 4.62065, 2.93311)  -0.005
Br (-9.54846, -8.10582, -1.89473)  -0.016
S (-2.61882, 5.08647, 1.12343)  0.861
O (0.43310, 0.58464, 0.11493)  -0.913
N (-4.02429, 4.22454, 1.25184)  -0.597
N (0.88852, 1.50861, 2.37192)  -1.106
N (-1.45688, 3.86240, 1.22020)  -0.596
C (-3.75716, 2.87013, 1.39481)  0.114
C (7.20998, 2.43151, -4.67878)  -0.447
C (4.58800, 3.96584, 1.66638)  -0.447
C (-4.67783, 1.69968, 1.57057)  -0.250
C (-2.23478, 2.73236, 1.34295)  0.117
C (7.27927, 0.23259, 1.28855)  -0.447
C (-4.09126, 0.36365, 1.65691)  -0.203
C (-6.57002, -3.57235, -0.18866)  -0.448
C (-8.22659, -8.69218, -0.58911)  -0.449
C (-8.73729, -8.53002, 0.81967)  -0.446
C (-1.68047, 1.31956, 1.43511)  -0.340
C (-2.56532, 0.15130, 1.56880)  -0.205
C (-5.93067, -2.47310, -0.99752)  -0.453
C (8.22593, 1.16764, 0.58210)  -0.442
C (3.64886, 5.12870, 1.85883)  -0.446
C (7.71098, 2.25218, -6.08877)  -0.448
B (-0.08341, 1.14704, 1.33910)  1.069
H (-0.03987, 1.06217, -0.59754)  0.493
H (-7.31660, -8.12720, -0.78343)  0.238
H (-7.50364, -3.89518, -0.65001)  0.235
H (7.42608, -0.81211, 1.02140)  0.234
H (7.84297, 1.89038, -3.97449)  0.233
H (1.81141, 1.24611, 1.98904)  0.378
H (-8.05184, -9.74420, -0.81494)  0.229
H (-5.50039, -2.82383, -1.93389)  0.234
H (-2.18212, -0.89643, 1.60929)  0.238
H (7.36787, 0.34280, 2.36959)  0.236
H (-9.76538, -8.86347, 0.94561)  0.233
H (-8.09824, -9.06381, 1.52297)  0.230
H (4.11259, 5.97985, 2.35336)  0.234
H (8.62981, 2.79920, -6.29079)  0.232
H (6.17670, 2.11742, -4.54565)  0.234
H (-6.76030, -3.29040, 0.84529)  0.230
H (3.23670, 5.45024, 0.90242)  0.233
H (-6.65096, -1.68222, -1.20745)  0.229
H (4.07761, 3.03719, 1.42440)  0.235
H (-5.78707, 1.88279, 1.63275)  0.238
H (7.91899, 2.21042, 0.63409)  0.235
H (-4.75648, -0.50998, 1.79566)  0.240
H (7.86560, 1.19584, -6.30900)  0.229
H (0.96211, 2.52574, 2.51510)  0.407
H (5.31826, 4.18718, 0.88782)  0.231
H (9.23363, 1.07007, 0.98552)  0.232

---

DFT (ωB97M-V with the def2-TZVPD basis set) results for 2 unconnected molecules or ions with the total composition C8H19NO.

The value obtained for the highest occupied orbital energy is -8.835 eV. The largest force on an atom is 3.90 eV/A. The SMILES is CCN(C)C(C)=O.CCC. The orbital gap comes out at 0.356 hartree.

Each line ends with the natural charge from an NBO analysis.
Cartesian coordinates (Å):
O (-0.31733, -0.49527, -2.10032)  -0.643
N (0.79724, -1.77257, -0.63253)  -0.449
C (0.68219, -0.64832, -1.40711)  0.677
C (1.47699, -1.91700, 0.69052)  -0.219
C (-1.75079, 2.89883, 0.90589)  -0.395
C (1.51468, 0.67333, -1.25244)  -0.715
C (-0.73214, 2.45281, 1.98468)  -0.619
C (0.02174, -2.88225, -1.17780)  -0.417
C (-2.79290, 1.78081, 0.73862)  -0.613
C (1.27672, -0.65811, 1.50188)  -0.647
H (-1.23234, 3.11133, -0.02491)  0.196
H (0.37198, -3.75489, -0.61891)  0.190
H (1.20674, 1.45370, -0.56083)  0.233
H (-0.16564, -2.99778, -2.24420)  0.241
H (0.14561, 2.17754, 1.42237)  0.198
H (0.17190, -0.49275, 1.37659)  0.227
H (-0.96980, 1.60408, 2.62532)  0.204
H (2.41332, -2.35737, 0.32784)  0.209
H (-3.60331, 2.05679, 0.06687)  0.207
H (-3.24139, 1.63350, 1.72398)  0.203
H (1.84317, 0.12888, 1.01867)  0.226
H (-1.02346, -2.78550, -0.77409)  0.191
H (-2.20641, 3.86813, 1.13081)  0.193
H (-2.27028, 0.97827, 0.21608)  0.217
H (1.00112, -2.82780, 1.08740)  0.204
H (2.54383, 0.35190, -1.09648)  0.204
H (1.21654, -0.69610, 2.57511)  0.237
H (1.36173, 1.04282, -2.25855)  0.248
H (-0.35440, 3.25598, 2.59894)  0.210

---

DFT (ωB97M-V with the def2-TZVPD basis set) results for a single C6H7N molecule.

The value obtained for the highest occupied orbital energy is -8.666 eV. The largest force on an atom is 12.16 eV/A. The SMILES is C1=C[C@@H]2N[C@@H]2C=C1. The orbital gap comes out at 0.352 hartree.

Each line ends with the natural charge from an NBO analysis.
Cartesian coordinates (Å):
N (0.44553, 0.63443, 1.57382)  -0.610
C (1.03110, -0.33901, -1.29950)  -0.187
C (-0.15499, 1.08995, 0.16737)  -0.088
C (0.77172, 0.85996, -0.92181)  -0.185
C (0.17730, -1.50697, -0.67666)  -0.214
C (-0.76771, -1.23504, 0.21917)  -0.202
C (-0.95480, 0.07034, 0.90971)  -0.132
H (-1.54080, -2.08750, 0.37582)  0.215
H (1.67773, -0.45708, -2.15784)  0.211
H (-1.76095, 0.60012, 1.55124)  0.244
H (1.05585, 1.76062, -1.28433)  0.204
H (-0.45829, 1.91960, 0.05345)  0.164
H (0.24746, -2.61002, -0.97261)  0.228
H (0.23084, 1.30062, 2.46215)  0.351

---

DFT (ωB97M-V with the def2-TZVPD basis set) results for a single C4H8N2S molecule.

The value obtained for the highest occupied orbital energy (spin up / spin down) is -7.582 / -7.488 eV. The largest force on an atom is 3.37 eV/A. The orbital gap (spin up / spin down) comes out at 0.287 / 0.272 hartree.

Each line ends with the natural charge from an NBO analysis.
Cartesian coordinates (Å):
S (0.27185, 1.65251, -0.16240)  0.696
N (-2.02682, 0.55281, -0.34560)  -0.406
N (-0.70487, 0.44114, -0.58288)  -0.490
C (2.36824, -0.12996, 0.17662)  -0.225
C (2.56858, -0.30776, 1.50930)  -0.347
C (1.88974, 1.17892, -0.20795)  -0.537
C (-2.68273, -0.43476, 0.40916)  -0.418
H (2.58364, -0.83510, -0.58590)  0.212
H (2.40649, 0.40118, 2.28224)  0.192
H (-3.61864, -0.08926, 0.82840)  0.207
H (-2.33660, 1.49571, -0.06514)  0.333
H (2.41844, 1.84007, -0.77541)  0.210
H (2.78446, -1.21534, 1.92608)  0.181
H (-1.98858, -0.86321, 1.06711)  0.200
H (-3.00586, -1.23018, -0.27142)  0.192

---

Relative energy (zero: lowest compared OMol25 entry of this formula, charge and spin) in kcal/mol, matching the order above: 59.1 60.2 118.1 127.7